Record 1
The following is a DFT calculation (wB97M-V/def2-TZVPD) of a structure of composition C34H37N4O3SW.

XYZ file:
```
80
Properties=species:S:1:pos:R:3:forces:R:3
W -0.4771 1.3894 -0.9636 -0.29 -0.21 -0.26
O 0.5902 4.8857 -2.2914 0.05 -0.04 -0.14
C -0.1168 3.9509 -2.0558 -0.13 -0.10 0.05
O 0.1232 2.6775 -2.3604 0.13 0.27 0.22
C -1.4475 4.1358 -1.3400 0.14 0.22 0.00
C -1.8493 5.4311 -0.9862 -0.09 -0.10 -0.02
C -3.0478 5.5737 -0.3530 -0.01 0.02 0.02
C -3.8724 4.4450 -0.1431 -0.04 0.04 0.00
C -5.1634 4.5593 0.4265 0.04 -0.02 -0.02
C -5.9665 3.4631 0.5388 0.00 -0.01 0.00
C -5.5185 2.2111 0.0663 -0.02 0.01 0.01
C -4.2693 2.0639 -0.4673 -0.04 0.01 0.02
C -3.4061 3.1763 -0.5561 0.07 0.01 0.00
N -2.1448 3.0401 -1.0898 0.07 -0.08 0.00
H -1.1916 6.2553 -1.2176 0.00 0.00 0.00
H -3.3931 6.5486 -0.0308 -0.02 -0.01 0.00
H -5.5027 5.5347 0.7509 -0.01 0.00 0.00
H -6.9560 3.5518 0.9656 0.00 0.00 0.00
H -6.1824 1.3579 0.1146 0.01 0.00 0.00
H -3.9557 1.1115 -0.8661 0.02 0.01 0.00
C -0.0069 1.2411 2.8453 -0.03 0.05 -0.03
C 1.4648 1.6083 2.6731 0.02 -0.06 0.05
C 1.6073 3.0442 2.1634 0.01 0.06 -0.03
C 2.2991 0.6402 1.8527 0.10 -0.08 -0.02
C 3.4133 0.0723 2.4577 -0.04 0.07 0.01
C 4.3116 -0.6986 1.7391 0.04 -0.03 0.04
C 4.1258 -0.8813 0.3820 -0.12 -0.05 -0.07
C 3.0200 -0.3521 -0.2809 0.20 -0.11 0.11
C 3.0103 -0.4664 -1.7966 0.01 0.04 0.00
C 3.4930 0.8544 -2.4074 -0.03 0.03 0.01
C 1.7169 -0.9224 -2.4817 0.01 -0.05 -0.02
C 2.0906 0.3635 0.4898 -0.29 0.29 -0.09
N 0.9324 0.8139 -0.1465 0.13 -0.15 0.01
H -0.4439 1.8250 3.6573 0.02 -0.01 0.02
H -0.1472 0.1816 3.0674 0.03 -0.02 -0.02
H -0.5664 1.4845 1.9400 0.13 0.07 0.04
H 1.9101 1.5795 3.6710 -0.01 0.02 0.00
H 1.1742 3.1616 1.1667 -0.01 -0.03 0.00
H 2.6535 3.3434 2.1011 0.01 -0.02 0.02
H 1.0948 3.7352 2.8351 0.00 0.01 -0.01
H 3.5883 0.2646 3.5094 0.02 -0.01 0.00
H 5.1763 -1.1248 2.2317 -0.01 0.00 0.00
H 4.8543 -1.4391 -0.1940 0.02 -0.02 0.02
H 3.7576 -1.2323 -2.0198 0.01 0.03 0.00
H 2.7816 1.6546 -2.1881 0.01 0.00 -0.03
H 3.5753 0.7658 -3.4921 0.00 0.00 0.00
H 4.4651 1.1471 -2.0106 0.01 -0.03 0.00
H 1.1226 -0.0533 -2.7878 -0.02 -0.03 0.03
H 1.1282 -1.5784 -1.8394 -0.05 -0.02 0.05
H 1.9645 -1.4669 -3.3959 -0.01 0.02 0.01
N -1.7841 -0.9839 -2.5800 0.12 0.06 -0.19
C -2.3577 -1.0351 -1.3391 -0.14 -0.07 0.15
C -3.4123 -1.9129 -1.0526 0.13 0.06 -0.03
C -3.9313 -1.9409 0.2150 -0.06 -0.02 0.08
C -3.4096 -1.0958 1.1986 -0.02 -0.03 -0.06
C -2.4225 -0.2250 0.8356 0.01 0.03 -0.11
N -1.9233 -0.1549 -0.4220 0.00 0.03 0.18
H -2.1309 -1.6553 -3.2470 -0.03 0.01 0.00
H -0.7739 -0.9161 -2.6034 0.02 0.00 0.08
H -3.7663 -2.5816 -1.8246 -0.01 -0.01 0.00
H -4.7311 -2.6302 0.4528 0.00 0.00 0.01
H -3.7784 -1.1021 2.2131 -0.01 -0.01 0.00
H -2.0092 0.4791 1.5411 -0.11 -0.08 -0.03
C -0.1072 -4.1411 2.1227 -0.02 -0.10 0.10
S 0.7597 -2.8932 1.1729 -0.07 0.19 -0.10
O -0.2508 -2.3784 0.1919 0.07 -0.04 0.00
C 1.8368 -4.0009 0.2812 0.07 -0.09 -0.05
C 3.0410 -4.3740 0.8595 0.03 0.02 -0.02
C 3.8893 -5.2243 0.1658 -0.01 0.01 0.00
C 3.5353 -5.6762 -1.0988 -0.01 0.00 0.01
C 2.3297 -5.2894 -1.6694 0.03 -0.04 -0.02
C 1.4702 -4.4486 -0.9781 0.00 0.06 0.06
H -0.5953 -4.8327 1.4371 0.00 0.02 -0.02
H -0.8414 -3.6209 2.7359 -0.02 -0.01 0.00
H 0.6021 -4.6680 2.7605 0.00 0.01 -0.01
H 3.3191 -3.9942 1.8356 0.01 0.02 0.01
H 4.8302 -5.5268 0.6060 0.00 0.01 0.00
H 4.2039 -6.3313 -1.6413 -0.01 0.00 -0.01
H 2.0620 -5.6477 -2.6548 -0.02 0.01 0.00
H 0.5260 -4.1256 -1.3975 -0.01 0.01 -0.03
```
Forces are in eV/Å.

## Properties
**E_tot**: -60618.0041 eV
**Lowest unoccupied orbital energy (alpha / beta)**: -3.39 / -3.48 eV
**Kohn-Sham gap (alpha / beta)**: 7.4 / 7.3 eV
**Net charge**: +1
**ΔE to the lowest compared entry with this formula, charge and spin**: 0.0 kcal/mol
**Expectation value of S²**: 2.03
**Multiplicity**: 3
**Molar mass**: 765.602 g mol⁻¹

***

Record 2
The following is a DFT calculation (wB97M-V/def2-TZVPD) of a cluster of 2 separate species, C2H6OS in total in a non-equilibrium geometry.

XYZ file:
```
10
Properties=species:S:1:pos:R:3:forces:R:3
C 0.4719 -0.7986 -1.7738 -2.23 -3.88 2.46
O -0.0231 -1.8535 -1.3029 1.61 2.99 -2.14
H 0.6267 -0.5192 -2.7810 0.04 -0.51 -1.72
H 0.7058 -0.0337 -1.0991 0.66 1.43 1.25
C -0.0604 0.2209 1.5151 -1.88 -0.44 -1.65
S -0.5524 1.8969 0.8580 0.48 -0.91 -1.46
H 0.5034 -0.4848 0.8575 -0.49 0.96 0.38
H -1.0738 -0.1566 1.6899 0.53 -0.71 0.05
H 0.4027 0.2710 2.4554 0.79 0.61 1.14
H -1.0010 1.4576 -0.4189 0.50 0.46 1.70
```
Forces are in eV/Å.

## Properties
**E_tot**: -15052.2360 eV
**SMILES**: C=O.CS
**Lowest unoccupied orbital energy**: 0.22 eV
**Kohn-Sham gap**: 9.4 eV
**ΔE to the lowest compared entry with this formula, charge and spin**: 27.6 kcal/mol
**Multiplicity**: 1
**Molar mass**: 78.136 g mol⁻¹

***

Record 3
The following is a DFT calculation (wB97M-V/def2-TZVPD) of a cluster of 6 separate species, C40H43ClF5N8 in total.

XYZ file:
```
97
Properties=species:S:1:pos:R:3:forces:R:3
N -3.5698 -0.0926 -0.6684 -0.17 0.08 -0.36
C -2.3065 -0.0192 -0.4040 0.10 0.15 -0.12
N -1.4574 -0.8869 -1.0581 0.06 -0.51 0.44
C -0.4376 -1.4948 -0.1521 0.61 0.68 -0.28
C -0.6595 -1.1385 1.3116 -0.41 -0.14 0.36
C -1.7741 -1.9540 2.0287 0.04 -0.26 -0.32
C -2.4123 -3.1031 1.2342 -0.24 -0.14 0.27
C -1.6443 -4.4180 1.3219 -0.40 0.20 0.08
Cl -2.7381 -5.7877 0.9696 0.16 0.16 -0.22
C -0.8333 0.3853 1.4163 0.75 -0.12 -0.22
C -1.0577 0.9058 2.8471 -0.27 0.24 -0.11
F -0.4322 0.0517 3.7167 -0.01 0.12 -0.10
F -2.3924 0.8544 3.1511 0.22 -0.22 0.01
C -0.5723 2.3237 3.0702 -0.21 0.11 0.05
C -1.4130 3.2282 3.7034 -0.22 -0.01 0.19
C -0.9986 4.5188 3.9595 0.29 0.43 0.00
C 0.2673 4.9394 3.5800 -0.29 0.02 0.08
C 1.1018 4.0404 2.9450 0.29 0.10 0.01
C 2.4805 4.4818 2.5402 0.19 0.19 0.11
F 3.3281 3.4430 2.4126 -0.12 0.17 -0.08
F 2.4672 5.1404 1.3579 0.03 -0.17 0.16
F 3.0079 5.3238 3.4467 -0.05 -0.15 -0.19
C 0.6942 2.7481 2.6894 0.05 -0.45 -0.18
N -1.8923 0.9020 0.5301 -0.14 -0.33 0.69
H -3.8860 -0.7007 -1.4131 0.02 -0.14 0.05
H -4.2482 0.4216 -0.1244 0.10 0.30 -0.08
H -0.9980 -0.4373 -1.8423 -0.31 -0.08 -0.28
H -0.4043 -2.5624 -0.3417 -0.21 -0.09 0.11
H 0.5423 -1.1066 -0.4387 0.03 0.03 -0.03
H 0.2816 -1.3412 1.8188 0.05 -0.11 -0.02
H -1.3364 -2.3908 2.9254 -0.02 0.10 0.12
H -2.5722 -1.3100 2.3900 0.01 0.15 -0.10
H -3.3849 -3.3024 1.6848 -0.05 0.04 0.02
H -2.6184 -2.8469 0.1940 0.06 0.00 -0.07
H -1.3203 -4.5701 2.3468 0.26 -0.04 -0.02
H -0.8131 -4.4798 0.6275 0.14 -0.09 0.07
H 0.1164 0.8147 1.0884 0.01 0.04 -0.05
H -2.3974 2.9381 4.0342 -0.05 -0.16 -0.07
H -1.6521 5.2091 4.4720 -0.09 -0.01 0.01
H 0.6029 5.9452 3.7854 0.01 0.04 0.02
H 1.4008 2.0827 2.2108 -0.05 -0.11 -0.01
H -1.5282 1.7217 0.0338 -0.04 0.13 -0.18
N 2.9029 -1.4928 6.3557 0.07 0.08 -0.06
C 4.1819 -1.1224 6.3487 0.00 -0.04 0.01
C 4.6525 0.0070 5.6924 -0.01 -0.01 0.01
C 3.7466 0.8005 5.0082 -0.03 0.07 0.00
C 2.4092 0.4344 5.0132 0.17 -0.12 -0.02
C 2.0479 -0.7175 5.6940 -0.17 -0.10 0.05
H 4.8626 -1.7666 6.8937 0.03 0.02 0.00
H 5.7041 0.2561 5.7214 0.01 -0.01 0.01
H 4.0762 1.6904 4.4862 0.00 0.00 0.00
H 1.6561 1.0045 4.4925 0.02 0.10 0.05
H 1.0113 -1.0389 5.7127 -0.01 0.04 0.00
N -1.5826 -1.5645 -4.5622 0.05 0.10 0.04
C -1.0943 -0.3387 -4.7403 -0.04 0.00 0.08
C -0.5603 0.1237 -5.9303 0.04 -0.02 -0.03
C -0.5236 -0.7466 -7.0091 0.01 -0.01 -0.01
C -1.0216 -2.0284 -6.8452 0.00 0.04 0.02
C -1.5396 -2.3870 -5.6089 -0.05 -0.07 0.04
H -1.1388 0.3199 -3.8759 -0.02 0.10 -0.07
H -0.1838 1.1346 -6.0086 -0.01 0.00 0.01
H -0.1141 -0.4304 -7.9592 0.00 0.00 -0.01
H -1.0126 -2.7401 -7.6585 -0.01 -0.01 0.00
H -1.9426 -3.3798 -5.4465 0.01 -0.01 -0.03
N 0.2436 2.3861 -1.1709 -0.15 -0.03 0.08
C 0.9271 1.8475 -2.1851 -0.05 -0.03 0.07
C 1.8733 2.5331 -2.9233 0.00 -0.02 -0.01
C 2.1317 3.8557 -2.5981 0.05 0.06 0.06
C 1.4335 4.4310 -1.5490 0.00 -0.05 -0.04
C 0.5058 3.6605 -0.8683 -0.06 -0.02 0.02
H 0.7072 0.8093 -2.4161 0.07 -0.01 -0.03
H 2.3973 2.0449 -3.7332 0.00 0.00 -0.01
H 2.8608 4.4216 -3.1605 -0.04 -0.01 -0.06
H 1.6033 5.4580 -1.2599 0.00 0.00 0.03
H -0.0555 4.0780 -0.0386 0.02 0.04 0.00
N 2.9465 5.3600 -5.5005 0.00 0.06 0.02
C 1.9445 5.5367 -6.3603 0.00 -0.06 0.02
C 1.7190 6.7198 -7.0456 0.01 0.01 0.00
C 2.5801 7.7829 -6.8263 0.00 0.02 -0.01
C 3.6275 7.6171 -5.9350 -0.02 0.00 -0.01
C 3.7666 6.3917 -5.3023 0.02 -0.05 0.02
H 1.2910 4.6831 -6.5061 -0.02 0.02 -0.02
H 0.8898 6.8033 -7.7342 -0.01 -0.01 0.00
H 2.4382 8.7234 -7.3420 0.00 0.00 0.00
H 4.3246 8.4183 -5.7337 0.01 -0.01 0.01
H 4.5780 6.2239 -4.6019 0.01 0.03 -0.01
N -4.0381 -10.0420 1.1012 0.01 0.01 0.02
C -3.8731 -11.2946 1.5195 -0.03 0.00 -0.03
C -3.0507 -11.6489 2.5792 0.01 0.02 0.00
C -2.3585 -10.6474 3.2397 0.02 0.00 0.02
C -2.5184 -9.3382 2.8147 0.01 -0.02 0.01
C -3.3670 -9.0910 1.7468 -0.06 0.00 -0.05
H -4.4293 -12.0506 0.9766 0.01 -0.02 0.02
H -2.9577 -12.6843 2.8764 -0.01 -0.01 -0.01
H -1.7064 -10.8830 4.0708 0.00 0.00 0.00
H -1.9976 -8.5231 3.2991 -0.01 0.01 -0.01
H -3.5147 -8.0772 1.3910 -0.03 -0.21 0.06
```
Forces are in eV/Å.

## Properties
**E_tot**: -80202.6356 eV
**Lowest unoccupied orbital energy**: -3.47 eV
**Kohn-Sham gap**: 7.3 eV
**Net charge**: +1
**Multiplicity**: 1
**Molar mass**: 766.283 g mol⁻¹

***

Record 4
The following is a DFT calculation (wB97M-V/def2-TZVPD) of the ion C5H13NP with charge +1 in a non-equilibrium geometry.

XYZ file:
```
20
Properties=species:S:1:pos:R:3:forces:R:3
C 1.3679 1.4204 0.4791 -1.87 -3.18 1.38
C 1.4309 -1.2821 0.1770 -1.61 1.71 1.52
C -0.7404 0.1213 -0.0945 3.37 -1.51 0.91
C -1.3937 -0.2461 1.1485 2.33 -1.14 2.19
C -1.4957 0.8093 -1.0467 -1.42 4.18 -2.12
N 0.0903 -1.0063 -0.6499 2.42 1.26 -0.08
P 2.5440 0.1751 -0.1215 0.23 -0.08 0.87
H 1.3201 2.3615 0.0024 -0.12 0.94 -0.29
H 1.0988 1.3312 1.5950 0.66 0.48 -1.88
H 1.2536 -1.1558 1.3122 -0.34 -0.33 -1.81
H 1.6256 -2.3225 0.0457 0.92 -0.50 -0.52
H -2.0015 -1.1189 1.1329 -0.93 -0.78 -0.54
H -1.8921 0.5119 1.6654 -1.13 1.51 0.13
H -0.6366 -0.5121 1.9159 -0.15 -0.04 -0.34
H -2.5935 0.5208 -1.1427 1.34 0.20 0.06
H -0.9803 0.8674 -2.0508 -0.81 0.05 0.93
H -1.4403 1.8913 -0.5761 -0.79 -1.69 -1.43
H 0.4885 -0.7555 -1.6321 -1.30 -0.59 1.95
H -0.3846 -1.8891 -0.6692 -0.71 -0.64 -0.30
H 2.3389 0.2781 -1.4907 -0.11 0.15 -0.62
```
Forces are in eV/Å.

## Properties
**E_tot**: -16163.9715 eV
**Lowest unoccupied orbital energy (alpha / beta)**: -4.21 / -4.18 eV
**Kohn-Sham gap (alpha / beta)**: 8.0 / 8.3 eV
**Net charge**: +1
**ΔE to the lowest compared entry with this formula, charge and spin**: 84.2 kcal/mol
**Multiplicity**: 1
**Molar mass**: 118.140 g mol⁻¹